No. 1
2 unconnected molecules or ions with the total composition C2H7N3O2 at a distorted geometry. Source: the OMol25 dataset; level of theory: the ωB97M-V functional and the def2-TZVPD basis.

```
14
Properties=species:S:1:pos:R:3:nbo_charge:R:1
N -0.48793 -1.46549 1.41269 -0.47
C 1.03575 1.78111 0.92311 -0.13
O 0.36821 -0.56970 0.82953 -0.33
N 0.01166 1.07282 0.82154 -0.14
H -1.41917 -1.36336 1.01044 0.35
H -0.47525 -1.36596 2.42567 0.34
H 0.89598 2.84622 1.09069 0.21
H 2.05496 1.40174 0.85244 0.19
C 0.41390 -0.87608 -1.56620 -0.11
O -1.60369 0.05190 -1.39782 -0.59
N -0.26207 0.19903 -1.75907 -0.16
H -1.95741 0.94824 -1.47617 0.48
H -0.04290 -1.84375 -1.38365 0.18
H 1.46798 -0.81671 -1.78319 0.19
```

Output
Frontier orbital gap = 10.192 eV
Energy relative to the best compared isomer or geometry (same formula, charge and spin) = 7.9427 eV
LUMO = 1.081 eV
Spin multiplicity = 1
SMILES = C=NON.C=NO
E_HOMO = -9.11 eV



No. 2
A molecular structure, C8H8IN4S at a distorted geometry. Source: the OMol25 dataset; level of theory: the ωB97M-V functional and the def2-TZVPD basis.

```
22
Properties=species:S:1:pos:R:3:nbo_charge:R:1
C -0.39982 1.20826 -2.37044 -0.34
C -0.29340 0.29552 -1.40439 -0.16
C -0.70933 0.92267 -0.17168 0.33
C 0.17621 -1.03335 -1.27111 0.11
C 0.07695 -1.61252 -0.03785 -0.01
C 0.18998 0.64155 3.18482 -0.41
C -1.14450 0.69987 2.23817 -0.26
C 0.71116 -1.81026 -2.46860 -0.65
N -1.05037 2.18348 -0.24360 -0.61
N 0.97447 -0.40489 2.90633 -0.03
N -0.83660 0.15398 0.96678 -0.09
N -0.38108 -1.02920 1.06457 -0.09
S -0.95008 2.72921 -1.76507 0.86
I 0.80556 -3.53845 0.28805 0.27
H -0.33237 1.18034 -3.40797 0.26
H 0.87993 1.51255 3.01168 0.27
H -0.13353 0.67099 4.23496 0.25
H -1.87542 0.11089 2.86210 0.26
H -1.50911 1.79138 2.36013 0.28
H 1.88795 -1.66766 -2.65452 0.27
H 0.27930 -1.53346 -3.30884 0.23
H 0.63807 -2.84638 -2.45207 0.26
```

Output
Frontier orbital gap (alpha / beta) = 6.649 / 6.644 eV
Energy relative to the best compared isomer or geometry (same formula, charge and spin) = 0.6806 eV
LUMO (alpha / beta) = -5.772 / -6.088 eV
Net charge = +1
Spin multiplicity = 1
E_HOMO (alpha / beta) = -12.42 / -12.73 eV



No. 3
2 unconnected molecules or ions with the total composition C4H11NO at a distorted geometry. Source: the OMol25 dataset; level of theory: the ωB97M-V functional and the def2-TZVPD basis.

```
17
Properties=species:S:1:pos:R:3:nbo_charge:R:1
C -1.02275 -1.35857 -0.69555 -0.62
C -1.43183 -0.91823 -2.13840 -0.38
C -1.23780 0.59694 -2.37545 -0.64
H -1.36439 -2.38836 -0.56929 0.22
H -1.45858 -0.63210 -0.01388 0.19
H 0.02204 -1.04818 -0.66640 0.21
H -2.49871 -1.09263 -2.37312 0.19
H -0.75483 -1.44163 -2.78738 0.19
H -1.64474 0.74398 -3.40948 0.23
H -1.28269 1.17833 -1.45716 0.22
H -0.14955 0.70376 -2.61515 0.19
C 2.43340 1.44422 3.49741 0.53
N 1.82001 0.52153 2.71994 -0.85
O 3.26980 1.19736 4.33754 -0.57
H 2.20515 2.47993 3.19399 0.11
H 2.26932 -0.38790 2.73926 0.39
H 0.82616 0.40156 2.61313 0.40
```

Output
Frontier orbital gap = 10.897 eV
Energy relative to the best compared isomer or geometry (same formula, charge and spin) = 1.5664 eV
LUMO = 0.686 eV
Spin multiplicity = 1
SMILES = NC=O.CCC
E_HOMO = -10.21 eV



No. 4
A molecular structure, C3H6BIO5SV at a distorted geometry. Source: the OMol25 dataset; level of theory: the ωB97M-V functional and the def2-TZVPD basis.

```
18
Properties=species:S:1:pos:R:3:nbo_charge:R:1
C -0.08635 -0.76807 2.02205 -1.08
B -0.89765 -0.60843 0.75006 1.01
O -2.29449 -1.08865 0.57669 -0.90
C -0.21979 0.18371 -0.50483 -0.01
I -1.74502 0.22320 -2.26410 0.55
C 1.03389 -0.54260 -1.14020 -0.14
O 1.82654 0.51701 -1.62257 -0.61
S 1.56429 1.90216 -0.86794 2.53
O 2.26201 2.07433 0.29843 -0.78
O 1.42988 2.92034 -1.76363 -0.78
O -0.02034 1.45646 -0.31080 -0.63
H -0.43191 -1.65070 2.56207 0.33
H 0.97061 -0.88488 1.78828 0.32
H -0.19735 0.15137 2.61702 0.35
H -2.25375 -1.97538 0.13931 0.60
H 1.63126 -1.15600 -0.46679 0.28
H 0.63710 -1.20680 -1.89713 0.24
V -3.20893 0.45294 0.08411 1.72
```

Output
Frontier orbital gap = 4.708 eV
Energy relative to the best compared isomer or geometry (same formula, charge and spin) = 1.3561 eV
LUMO = -17.696 eV
Net charge = +3
Spin multiplicity = 1
E_HOMO = -22.40 eV



No. 5
A single C3H4ClNS molecule at a distorted geometry. Source: the OMol25 dataset; level of theory: the ωB97M-V functional and the def2-TZVPD basis.

```
10
Properties=species:S:1:pos:R:3:nbo_charge:R:1
C 0.15659 -0.76571 0.72164 -0.35
C 0.32116 -1.25256 -0.54885 -0.45
C -0.50933 0.38218 1.05222 -0.19
N -0.26671 1.14019 -1.16864 -1.07
S 0.39374 -0.18021 -1.81197 0.85
Cl -0.21781 1.11335 2.51106 0.04
H 0.79044 -1.28167 1.48981 0.23
H 0.69400 -2.22217 -0.75484 0.24
H -1.18168 1.06285 0.32233 0.32
H -0.18040 2.00374 -1.81276 0.38
```

Output
Frontier orbital gap (alpha / beta) = 7.666 / 7.668 eV
Energy relative to the best compared isomer or geometry (same formula, charge and spin) = 2.9943 eV
LUMO (alpha / beta) = -0.391 / -0.391 eV
Spin multiplicity = 1
E_HOMO (alpha / beta) = -8.06 / -8.06 eV



No. 6
A molecular structure, C42H56KN4O7P at a distorted geometry. Source: the OMol25 dataset; level of theory: the ωB97M-V functional and the def2-TZVPD basis.

```
111
Properties=species:S:1:pos:R:3:lowdin_charge:R:1
K -1.49310 -0.99962 -1.29028 0.86
O -2.76086 -2.89884 -0.51802 -0.23
C -3.63009 -3.43449 0.25188 -0.42
C -4.66957 -4.28802 -0.21388 -0.03
C -5.60712 -4.80974 0.65026 -0.14
C -5.57532 -4.53990 2.02063 -0.15
C -4.56168 -3.72392 2.50525 -0.09
C -3.61071 -3.18068 1.65849 -0.17
C -2.45386 -2.39971 2.15661 -0.13
N -2.40414 -1.28560 2.75543 0.06
C -3.61677 -0.50818 2.92279 -0.23
C -3.83181 0.37915 1.70980 -0.21
N -2.77732 1.34588 1.40403 0.06
C -2.40544 2.12543 2.33606 -0.13
C -1.37415 3.14020 2.26485 -0.16
C -1.08524 3.82253 3.45161 -0.10
C -0.10972 4.79409 3.54063 -0.15
C 0.60574 5.09894 2.36946 -0.14
C 0.35487 4.46092 1.18516 -0.05
C -0.64699 3.43085 1.04875 -0.42
O -0.83803 2.83053 -0.03863 -0.06
H -4.70675 -4.49800 -1.27603 0.10
H -6.39083 -5.44846 0.25223 0.08
H -6.31440 -4.96321 2.68869 0.07
H -4.49286 -3.51404 3.57023 0.10
H -1.48535 -2.85789 1.94901 0.12
H -3.51324 0.08576 3.83760 0.09
H -4.51775 -1.12342 3.03811 0.10
H -4.78643 0.91352 1.81891 0.11
H -3.95127 -0.26708 0.83548 0.11
H -2.86168 2.04791 3.34015 0.11
H -1.65935 3.55581 4.33599 0.10
H 0.09584 5.30052 4.47479 0.07
H 1.38031 5.86180 2.39718 0.09
H 0.90961 4.71190 0.28697 0.09
N 0.09781 -2.89118 -4.38844 0.14
C -0.35448 -3.82423 -3.47872 -0.68
N -1.69378 -3.71000 -3.19848 0.15
O 0.36387 -4.71559 -3.03839 -0.02
H -0.37440 -1.98182 -4.37500 0.06
H 1.10382 -2.88759 -4.44350 0.08
H -2.10202 -2.80799 -3.41036 0.06
H -1.95961 -4.03740 -2.27743 0.07
O -2.40672 1.28802 -1.55444 -0.07
C -3.59114 1.12160 -2.18273 -0.27
C -4.79330 1.51751 -1.59824 -0.02
C -5.99051 1.31134 -2.26686 -0.11
C -5.99855 0.73481 -3.52651 -0.12
C -4.79245 0.38216 -4.11756 -0.04
C -3.57936 0.55702 -3.46718 -0.06
C -2.28998 0.17625 -4.20403 -0.64
O -2.06276 0.76273 -5.26282 0.01
O -1.59709 -0.73281 -3.65968 -0.19
H -2.45963 1.71950 -0.66814 0.07
H -4.77063 1.98417 -0.62312 0.10
H -6.92055 1.60936 -1.79491 0.09
H -6.93268 0.57085 -4.05087 0.08
H -4.76903 -0.02904 -5.11945 0.11
O 0.64941 -0.70766 -0.52452 -0.46
P 1.79929 0.17107 -0.13849 0.81
C 3.24341 -0.94610 -0.02889 -0.32
C 4.67953 -0.44736 0.12857 -0.20
C 5.58578 -1.59787 0.59334 -0.19
C 5.14934 -2.95013 0.01125 -0.21
C 4.47916 -2.74780 -1.34016 -0.20
C 3.16383 -1.98098 -1.17269 -0.18
C 1.79318 1.55392 -1.32575 -0.32
C 2.54496 2.84828 -1.02766 -0.19
C 4.01527 2.79591 -1.42043 -0.20
C 4.16255 2.40795 -2.88803 -0.21
C 3.46331 1.08630 -3.18630 -0.20
C 1.99386 1.12539 -2.77977 -0.17
C 1.51308 0.92514 1.48115 -0.32
C 0.83041 -0.09145 2.40869 -0.19
C 0.80598 0.45181 3.82936 -0.18
C 2.22616 0.57111 4.40403 -0.19
C 3.27053 0.75055 3.29804 -0.21
C 2.71809 1.60841 2.16537 -0.18
H 2.98822 -1.47817 0.90069 0.11
H 4.76139 0.37765 0.83733 0.09
H 5.03340 -0.06320 -0.83200 0.09
H 5.58256 -1.64284 1.68624 0.10
H 6.61696 -1.38151 0.29696 0.10
H 4.43588 -3.43508 0.68331 0.11
H 6.00580 -3.62451 -0.06282 0.10
H 4.27700 -3.70319 -1.82789 0.11
H 5.16147 -2.20122 -2.00085 0.11
H 2.34439 -2.66924 -0.96839 0.12
H 2.89853 -1.49338 -2.11285 0.09
H 0.72386 1.79096 -1.19394 0.11
H 2.40835 3.15157 0.01233 0.08
H 2.05330 3.62806 -1.62015 0.12
H 4.54716 2.06559 -0.79646 0.09
H 4.49145 3.76297 -1.23161 0.11
H 5.21874 2.36081 -3.17368 0.10
H 3.70715 3.19239 -3.50340 0.11
H 3.97951 0.27780 -2.65581 0.08
H 3.54471 0.84840 -4.25103 0.11
H 1.49145 0.17573 -2.97117 0.10
H 1.47447 1.85644 -3.40810 0.13
H 0.75962 1.69238 1.25343 0.10
H 1.35495 -1.05486 2.39774 0.11
H -0.17977 -0.29238 2.05994 0.09
H 0.18208 -0.18569 4.45720 0.11
H 0.32258 1.43382 3.81297 0.10
H 2.47413 -0.31508 4.99683 0.10
H 2.27567 1.42367 5.08823 0.10
H 3.56330 -0.22445 2.89713 0.09
H 4.18292 1.19337 3.71003 0.11
H 3.50471 1.85396 1.44799 0.08
H 2.38555 2.57014 2.57134 0.11
```

Output
Frontier orbital gap = 6.294 eV
Energy relative to the best compared isomer or geometry (same formula, charge and spin) = 0.5591 eV
LUMO = 3.966 eV
Net charge = -2
Spin multiplicity = 1
E_HOMO = -2.33 eV